105
Properties=species:S:1:pos:R:3:forces:R:3:lowdin_charge:R:1 method="wB97M-V/def2-TZVPD" homo_lumo_gap_ev=8.207 homo_ev=-9.306 total_charge=0
C -7.57391 2.33226 -1.76082 -0.257 -0.033 -0.051 -0.059
C -7.27676 0.92047 -1.22647 -0.580 0.681 0.053 -0.230
N -6.07308 0.28719 -1.75541 -2.491 2.096 0.200 -0.041
O -4.91475 1.14613 -1.52180 -0.677 1.046 -0.310 -0.202
P -4.34749 1.07305 -0.05383 -0.765 1.175 2.269 0.371
O -5.03390 1.87148 0.97941 0.278 -0.386 -0.572 -0.220
O -4.22727 -0.45908 0.29046 -0.328 0.651 1.957 -0.070
O -2.84067 1.58340 -0.28719 -0.881 1.979 1.189 -0.348
P -2.52370 3.19735 -0.25443 1.997 0.493 -0.377 0.047
O -2.66424 3.60457 1.25338 -0.603 0.360 0.103 -0.144
O -3.76970 3.88967 -0.95510 -0.424 -0.390 0.046 -0.165
S -0.82540 3.55988 -1.05113 -0.388 -0.295 0.224 0.381
H -6.67786 2.82914 -2.14077 -0.075 -0.071 0.095 0.064
H -8.31993 2.28737 -2.56128 0.206 0.064 0.002 0.073
H -7.99417 2.96596 -0.97456 0.113 -0.105 -0.084 0.080
H -7.25857 0.93111 -0.13413 0.330 -0.175 -0.157 0.108
H -8.09571 0.24522 -1.49187 0.340 0.072 -0.019 0.093
H -6.13108 0.29231 -2.77209 0.197 0.121 -0.020 0.159
H -4.09252 -0.53271 1.24649 -0.203 -0.161 0.221 0.136
H -3.59150 3.75818 1.51140 0.127 -0.294 0.095 0.093
H -3.82669 3.59537 -1.87576 -0.053 0.271 -0.074 0.089
C 3.94860 0.64719 1.65576 -0.025 0.004 0.029 -0.067
C 3.87068 2.02372 1.49291 -0.024 -0.066 -0.036 -0.061
C 3.39555 2.56185 0.30579 0.088 0.072 0.117 0.003
C 3.00818 1.69693 -0.70200 0.039 0.042 0.030 -0.152
C 3.07758 0.32247 -0.56248 0.019 -0.164 -0.016 0.004
C 3.55335 -0.20082 0.63024 -0.053 0.038 -0.028 -0.069
N 2.51636 2.26962 -1.96866 -0.097 -0.112 -0.092 -0.355
O 2.47228 3.48092 -2.05427 -0.003 -0.072 -0.094 0.040
O 2.18225 1.49836 -2.85107 0.083 0.176 0.204 0.065
H 4.32297 0.22770 2.58080 0.018 -0.011 -0.031 0.113
H 4.18383 2.68089 2.29276 -0.019 0.036 -0.043 0.083
H 3.33521 3.63083 0.16350 -0.052 -0.029 -0.062 0.120
H 2.77679 -0.32692 -1.37227 -0.046 0.068 -0.033 0.118
H 3.62601 -1.27048 0.76565 0.020 0.010 -0.024 0.085
C 8.36542 2.18482 -3.54758 -0.014 -0.019 0.044 -0.069
C 7.74308 0.94533 -3.46442 0.037 0.076 0.030 -0.062
C 7.36150 0.43940 -2.23148 -0.040 -0.076 -0.105 0.000
C 7.61157 1.19517 -1.10051 -0.005 0.027 -0.036 -0.144
C 8.23372 2.42903 -1.15871 0.050 0.120 0.003 -0.002
C 8.61308 2.92333 -2.39691 -0.029 -0.066 -0.048 -0.062
N 7.18494 0.67211 0.20959 -0.171 -0.032 0.114 -0.330
O 6.65304 -0.41942 0.23706 0.197 0.166 0.030 0.083
O 7.37387 1.37381 1.18967 0.003 -0.126 -0.134 0.053
H 8.65671 2.57788 -4.51302 0.000 -0.006 0.012 0.107
H 7.55055 0.37193 -4.36116 -0.004 0.002 0.016 0.109
H 6.87506 -0.52172 -2.15145 -0.009 0.032 0.080 0.121
H 8.41685 2.99350 -0.25634 -0.041 -0.067 0.026 0.114
H 9.09889 3.88754 -2.46307 -0.008 -0.010 0.009 0.109
C -4.03983 -1.19463 -1.82718 1.084 -1.653 -1.517 -0.102
C -4.11994 -2.53535 -2.18825 0.241 0.335 0.035 -0.040
C -2.96320 -3.27843 -2.36329 0.021 -0.193 -0.019 -0.009
C -1.74273 -2.65560 -2.16850 0.035 -0.281 -0.045 -0.152
C -1.63924 -1.32180 -1.81548 -0.143 0.426 0.085 0.032
C -2.80365 -0.58844 -1.64507 1.015 -1.126 -1.614 -0.071
N -0.50833 -3.44587 -2.32111 -0.269 0.045 0.083 -0.358
O -0.61724 -4.62159 -2.62514 0.113 0.118 0.027 0.058
O 0.54994 -2.88654 -2.10379 0.061 -0.119 -0.027 0.059
H -4.94663 -0.62075 -1.68500 1.401 -2.653 -0.358 -0.004
H -5.08434 -3.00449 -2.33027 -0.066 -0.042 -0.007 0.104
H -3.00902 -4.32095 -2.64165 0.117 -0.008 -0.002 0.114
H -0.67180 -0.86234 -1.67260 0.061 -0.063 -0.040 0.121
H -2.74002 0.45502 -1.36558 0.751 -1.668 -1.412 0.044
C 0.76329 -6.37597 1.18490 0.052 0.005 0.121 -0.062
C 1.01017 -5.09525 0.70804 -0.115 -0.115 -0.057 -0.051
C 1.93757 -4.28449 1.33740 -0.068 0.214 -0.126 0.008
C 2.59533 -4.76943 2.44907 -0.009 -0.114 0.072 -0.145
C 2.35861 -6.03590 2.95484 -0.032 -0.164 -0.008 -0.005
C 1.43656 -6.84636 2.30857 -0.031 0.141 -0.095 -0.065
N 3.57483 -3.90662 3.12910 0.149 0.005 0.257 -0.341
O 3.78030 -2.80235 2.66151 -0.012 -0.096 0.048 0.064
O 4.11861 -4.34518 4.12637 -0.109 0.112 -0.235 0.080
H 0.03989 -7.00621 0.68366 0.019 0.008 -0.001 0.108
H 0.48093 -4.72392 -0.15815 0.054 -0.047 -0.037 0.084
H 2.13219 -3.28585 0.97286 0.048 -0.031 0.043 0.112
H 2.88551 -6.38254 3.83113 0.042 0.074 -0.005 0.118
H 1.24022 -7.84132 2.68515 0.014 0.011 -0.002 0.106
C -10.32429 -5.83219 -1.19324 0.016 0.046 0.014 -0.066
C -10.92450 -4.71730 -1.76563 0.057 -0.040 0.051 -0.062
C -10.49449 -3.44413 -1.42540 -0.102 0.005 -0.095 -0.002
C -9.46198 -3.31655 -0.51377 0.002 -0.048 -0.021 -0.146
C -8.85291 -4.41134 0.07262 0.077 -0.102 0.062 -0.001
C -9.29340 -5.67905 -0.27409 -0.058 0.024 -0.057 -0.061
N -8.98688 -1.96826 -0.16021 0.031 0.114 0.064 -0.330
O -9.54671 -1.01395 -0.67550 -0.163 -0.340 0.132 0.051
O -8.06006 -1.87584 0.62015 -0.121 -0.004 -0.113 0.088
H -10.66090 -6.82430 -1.46490 0.000 0.014 0.009 0.109
H -11.72805 -4.83842 -2.47950 0.009 0.010 0.012 0.110
H -10.95267 -2.56842 -1.86104 0.058 0.030 0.047 0.119
H -8.05111 -4.27682 0.78377 -0.015 0.076 -0.025 0.120
H -8.82929 -6.54806 0.17243 -0.002 0.017 -0.001 0.110
C 5.68459 4.35221 4.09280 0.021 0.042 0.000 -0.076
C 6.65982 4.26029 3.10693 -0.051 -0.021 0.045 -0.057
C 7.42299 5.37163 2.78340 0.017 -0.107 -0.066 0.002
C 7.19230 6.55549 3.46018 -0.006 -0.038 0.009 -0.147
C 6.22343 6.66965 4.44031 -0.097 0.025 0.106 -0.005
C 5.46374 5.55339 4.75550 0.051 -0.051 -0.076 -0.062
N 8.01525 7.73549 3.13124 0.069 0.121 -0.046 -0.351
O 8.84735 7.61578 2.25118 -0.138 0.024 0.147 0.073
O 7.81458 8.75738 3.76025 0.034 -0.168 -0.110 0.075
H 5.09456 3.48080 4.34811 0.012 0.011 0.016 0.103
H 6.82852 3.32255 2.59252 0.003 0.023 -0.001 0.086
H 8.18553 5.31774 2.02043 0.015 0.081 0.035 0.116
H 6.06615 7.61038 4.94712 0.070 0.017 -0.052 0.119
H 4.70142 5.62175 5.51995 0.011 0.007 -0.007 0.108